{"formula": "C21H33Cl2N4O3RhS", "method": "the ωB97M-V functional and the def2-TZVPD basis", "e_above_lowest_kj_mol": 0.0, "s_squared": 6.025, "max_force_ev_per_a": 6.90, "homo_energy_ha": [-0.2481, -0.2963], "multiplicity": 5, "gap_ev": [6.7, 7.4], "species": ["O", "C", "C", "C", "H", "C", "H", "C", "H", "C", "H", "C", "H", "H", "C", "C", "H", "H", "H", "C", "C", "H", "H", "H", "H", "Rh", "Cl", "Cl", "H", "H", "C", "C", "N", "H", "C", "O", "H", "H", "H", "H", "H", "H", "C", "C", "N", "H", "C", "O", "H", "H", "H", "H", "C", "N", "C", "C", "N", "C", "S", "H", "H", "H", "H", "H", "H"], "positions_angstrom": [[1.204713, -1.372863, -0.738017], [2.103885, -2.174238, -0.431723], [3.415164, -2.112246, -1.014857], [3.584065, -1.957246, -2.408711], [2.709806, -1.872800, -3.052038], [4.859494, -1.943737, -2.952310], [4.979469, -1.867753, -4.033251], [5.983697, -2.047585, -2.123709], [6.987420, -2.021251, -2.554326], [5.819377, -2.177570, -0.738162], [6.693966, -2.285905, -0.096289], [4.552274, -2.189763, -0.177192], [4.391734, -2.286110, 0.897191], [1.805608, -3.135329, 0.333616], [1.296218, -5.158999, 1.317172], [1.497735, -3.681976, 1.425382], [0.249350, -5.457511, 1.490160], [1.903556, -5.710900, 2.055563], [1.570961, -5.524812, 0.316828], [1.167925, -2.913691, 2.454620], [0.062446, -3.240542, 3.442268], [1.650468, -1.941923, 2.631810], [0.085592, -4.283983, 3.793460], [-0.922378, -3.080155, 2.971882], [0.123168, -2.579087, 4.313127], [0.931694, 0.357404, -1.514792], [0.418478, -0.656059, -3.571184], [2.363084, 1.065192, 0.191381], [3.320632, 1.523439, -4.078833], [2.312298, 2.105284, -6.004319], [2.666205, 2.048643, -3.376823], [1.343253, 2.075833, -5.497116], [1.513966, 2.496580, -4.120169], [3.180636, 2.912826, -2.932182], [0.511846, 3.140549, -3.475110], [0.430949, 3.243958, -2.245804], [0.638450, 2.763276, -5.979168], [-0.246958, 3.552867, -4.174846], [2.361743, 1.365948, -2.541962], [0.943220, 1.053289, -5.548182], [-0.213482, 4.696607, 4.393058], [1.341292, 4.991218, 2.637133], [-0.101928, 3.607200, 4.410712], [1.585164, 3.920064, 2.638453], [0.445622, 3.170537, 3.142783], [-1.066040, 3.123766, 4.567442], [-0.036480, 2.064151, 2.531967], [-1.001569, 1.407886, 2.932644], [1.825092, 3.579063, 1.627067], [0.535068, 1.789613, 1.620856], [0.577393, 3.358358, 5.237831], [2.462055, 3.778634, 3.288230], [-3.465901, 0.593720, 1.172811], [-2.876910, -0.490018, 0.399486], [-3.233885, -1.828671, 0.480727], [-2.452533, -2.508790, -0.400978], [-1.618839, -1.577184, -0.994199], [-1.858889, -0.340861, -0.488533], [-1.101915, 1.143510, -0.854113], [-2.838387, 0.791327, 2.055023], [-3.508727, 1.492166, 0.549476], [-4.475672, 0.285152, 1.464977], [-4.025419, -2.158804, 1.130879], [-2.409630, -3.552560, -0.657376], [-0.967703, -1.779255, -1.753425]], "atomic_forces_ev_per_a": [[1.7, -6.0, 2.8], [-2.0, 2.4, -2.4], [2.0, 0.3, -0.2], [-0.3, -0.1, 0.5], [0.1, 0.0, 0.1], [0.4, 0.0, 0.2], [0.0, 0.1, 0.3], [-0.3, 0.0, 0.1], [-0.3, -0.1, 0.1], [0.2, 0.1, -0.2], [-0.2, 0.1, -0.2], [-0.7, -0.5, -0.4], [0.2, 0.0, -0.2], [0.7, 0.4, 0.3], [-0.4, -0.5, -0.4], [-0.5, -1.2, 2.0], [0.2, 0.1, -0.1], [-0.1, 0.3, -0.3], [-0.1, 0.0, 0.3], [-0.2, 0.4, 0.0], [0.2, -0.3, 0.3], [-0.5, 0.0, -0.7], [0.0, 0.3, -0.1], [0.4, 0.0, 0.1], [-0.1, -0.2, -0.1], [-0.4, 3.7, -1.1], [-0.2, -0.5, -0.9], [1.0, 0.4, 0.4], [0.0, 0.0, 0.3], [-0.2, 0.1, -0.1], [0.0, -0.1, 0.3], [-0.1, 0.0, -0.1], [-0.5, 0.5, 0.1], [-0.1, -0.3, 0.0], [0.1, -0.4, 0.7], [0.3, 0.1, -1.3], [0.2, -0.2, -0.1], [0.1, -0.1, 0.3], [0.8, 0.7, -0.8], [0.1, 0.3, 0.0], [-0.1, -0.1, 0.0], [0.0, -0.2, -0.1], [0.1, 0.1, 0.0], [0.0, -0.2, 0.0], [-0.1, 0.0, 0.2], [0.1, 0.1, 0.0], [-0.1, -0.2, -0.2], [0.6, 0.4, 0.0], [0.0, 0.1, 0.2], [-0.3, 0.2, 0.3], [-0.1, 0.0, -0.1], [-0.1, 0.0, -0.2], [0.0, 0.1, 0.4], [0.4, -0.4, -0.4], [0.3, 0.0, -0.5], [-0.1, 0.5, 0.3], [-0.3, 0.0, 0.2], [-0.6, -0.6, 0.3], [-0.9, 0.2, 0.2], [-0.3, 0.0, -0.3], [0.0, -0.2, 0.2], [0.2, 0.1, -0.1], [0.1, 0.0, 0.0], [0.0, 0.0, 0.0], [0.0, 0.4, 0.2]]}